1.
ORCA calculation (ωB97M-V with the def2-TZVPD basis set) on a cluster of 8 separate species, C39H75N7O13Si in total at a distorted geometry.

Structure (XYZ):
```
135
Properties=species:S:1:pos:R:3:forces:R:3:lowdin_charge:R:1
C 3.7019 -1.9342 2.5419 -0.330 0.050 -0.223 -0.106
C 4.0131 -0.5374 1.7842 0.157 -0.265 0.499 -0.119
C 3.5314 -0.6072 0.2683 2.059 -2.552 -1.840 -0.389
O 4.0047 -1.5081 -0.4619 -1.440 2.794 2.325 0.057
O 2.5989 0.2793 -0.3306 -0.056 -1.323 1.327 -0.062
C 1.3464 -0.4848 -0.3413 -1.181 -0.487 0.697 -0.147
C 0.0550 0.4837 -0.4576 1.121 0.747 1.762 -0.092
C -0.5102 0.6513 1.0192 -1.692 -1.539 1.017 -0.054
C -1.2299 -0.4231 1.6171 0.991 1.845 -0.480 -0.050
C -1.5383 -1.8010 0.8514 -1.007 1.151 -0.297 -0.056
C -2.8070 -2.4988 1.5270 0.438 0.140 0.905 -0.157
O -3.5683 -3.3329 0.5788 -1.428 1.201 1.136 -0.072
C -4.9042 -2.8283 0.4866 -0.646 1.167 -2.848 -0.424
C -5.9881 -2.9429 1.6386 0.282 0.475 0.429 0.002
O -5.2321 -2.2856 -0.5826 0.919 -1.747 3.136 0.070
C -1.7281 -0.1840 3.1261 0.533 -0.566 -0.017 -0.279
O -1.5976 -1.0515 4.0072 -0.654 2.366 -2.329 0.055
C -2.3508 1.2791 3.3865 2.689 1.249 -1.555 -0.148
Si -3.9468 1.4817 4.4217 -1.039 -0.527 0.583 0.539
C -5.4500 1.1256 3.2383 -0.070 -0.577 -0.126 -0.199
C -4.0015 0.0820 5.7416 0.848 -0.399 -0.523 -0.212
C -4.1032 3.1491 5.3348 -0.361 -0.612 0.171 -0.207
C -1.6243 2.3491 2.7909 -0.988 -2.606 0.642 0.012
C -0.3316 1.9789 1.9080 0.631 0.432 0.054 -0.258
O 0.7120 2.6535 1.9443 -3.011 -1.751 -0.298 0.055
H 4.2339 -2.8153 2.0463 -0.806 1.379 0.516 0.085
H 4.0326 -1.9139 3.6326 -0.299 0.301 -1.477 0.077
H 2.5817 -2.1273 2.5266 1.485 0.097 0.011 0.052
H 3.5452 0.3146 2.3711 0.434 -0.956 -0.960 0.111
H 5.1598 -0.4241 1.8267 -1.778 0.007 -0.459 0.095
H 1.3378 -1.3100 -1.1205 0.217 1.303 0.619 0.129
H 1.2994 -1.0136 0.6812 -0.150 0.641 -1.489 0.118
H 0.3982 1.5049 -0.8514 -0.444 -1.504 0.526 0.133
H -0.7318 0.0736 -1.1536 1.067 0.428 1.292 0.072
H -0.6270 -2.4714 0.7503 -1.160 0.709 0.505 0.112
H -1.8529 -1.5286 -0.2223 0.509 -0.285 1.545 0.134
H -3.5702 -1.7438 1.9380 1.531 -0.725 -0.469 0.117
H -2.4215 -3.1126 2.4062 -0.792 0.561 -1.139 0.131
H -7.0118 -2.7269 1.1716 1.652 -0.558 0.568 0.101
H -5.9593 -3.9253 2.2039 0.006 1.111 -0.899 0.092
H -5.8396 -2.1180 2.4284 0.039 -1.158 -1.221 0.079
H -6.1598 0.4293 3.8155 0.857 1.105 -0.853 0.036
H -6.0040 2.0714 2.9344 0.674 -1.293 0.205 0.033
H -5.0868 0.5362 2.3185 -0.663 1.008 1.163 0.028
H -4.9377 0.1177 6.3809 1.235 -0.023 -0.689 0.042
H -3.0302 0.1808 6.3446 -1.559 -0.351 -0.540 0.051
H -3.9390 -0.9093 5.1591 -0.165 1.318 1.100 0.036
H -5.1664 3.1873 5.7754 1.473 0.125 -0.821 0.065
H -3.4108 3.1396 6.2431 -0.972 0.170 -1.498 0.041
H -3.9124 4.0301 4.6463 -0.329 -0.915 1.109 0.041
H -1.9782 3.4265 2.9201 0.859 -1.524 -0.210 0.110
C 10.4893 0.7020 2.0828 -0.189 0.065 -0.190 -0.060
N 9.0969 0.3460 1.9035 -0.098 -0.607 0.509 -0.194
C 8.2903 1.1135 0.9733 -0.298 -0.111 0.090 -0.046
C 8.5200 -0.6845 2.5784 0.237 0.405 -0.273 -0.340
O 7.3589 -1.0317 2.4700 0.034 0.133 -0.066 0.004
H 10.5515 1.7334 2.4394 0.188 -0.042 -0.010 0.088
H 11.0059 0.6170 1.1235 0.116 0.081 0.100 0.088
H 10.9708 0.0439 2.8077 -0.125 0.016 -0.040 0.081
H 7.4479 1.5564 1.5112 -0.015 0.011 -0.121 0.092
H 7.9012 0.4456 0.2023 -0.018 0.217 -0.034 0.081
H 8.8848 1.9001 0.5101 0.013 -0.193 0.029 0.080
H 9.2170 -1.2010 3.2582 0.089 0.031 -0.002 0.129
C 0.3894 -6.6556 -0.7479 -0.089 0.002 0.269 -0.062
N 0.6064 -5.8145 0.4116 0.398 0.501 -0.234 -0.200
C -0.0138 -6.1798 1.6706 0.155 0.254 0.097 -0.040
C 1.3744 -4.6906 0.3583 -0.172 -0.334 -0.088 -0.330
O 1.5937 -3.9455 1.2942 -0.334 -0.205 0.002 0.004
H -0.6815 -6.6986 -0.9630 0.069 -0.108 -0.144 0.089
H 0.7581 -7.6620 -0.5336 -0.061 -0.027 -0.183 0.088
H 0.9131 -6.2616 -1.6198 -0.020 0.034 0.132 0.085
H -0.6683 -5.3679 1.9972 0.001 -0.126 0.128 0.083
H 0.7636 -6.3262 2.4243 -0.166 -0.002 0.075 0.095
H -0.5938 -7.0962 1.5591 0.079 0.097 -0.091 0.087
H 1.7981 -4.5027 -0.6414 -0.014 -0.050 -0.047 0.138
C -1.7034 0.2059 -6.1801 0.096 0.061 0.159 -0.045
N -0.8852 0.3884 -4.9972 -0.104 -0.415 0.543 -0.187
C 0.0537 1.4932 -4.9518 0.082 -0.173 0.302 -0.039
C -0.9720 -0.4441 -3.9285 -0.135 0.172 -0.655 -0.298
O -0.3172 -0.3461 -2.9026 0.056 -0.067 -0.961 -0.026
H -1.0541 0.0567 -7.0466 -0.154 0.003 -0.066 0.095
H -2.3133 1.1011 -6.3312 -0.046 -0.070 -0.149 0.091
H -2.3596 -0.6608 -6.0704 0.211 0.172 -0.102 0.045
H 1.0637 1.1006 -4.8111 0.004 0.198 0.029 0.096
H -0.1913 2.1382 -4.1038 0.172 0.075 -0.062 0.082
H 0.0097 2.0698 -5.8758 -0.080 -0.132 0.058 0.087
H -1.7127 -1.2467 -4.0661 0.006 0.044 -0.077 0.135
C -6.4044 -1.9333 -3.9495 -0.056 -0.205 -0.028 -0.065
N -5.7790 -2.0843 -5.2484 0.744 0.107 -0.007 -0.187
C -6.6006 -2.4291 -6.3923 0.315 0.030 -0.138 -0.047
C -4.4444 -1.9110 -5.4245 -0.557 -0.129 0.377 -0.340
O -3.8480 -2.0208 -6.4848 -0.326 -0.125 -0.174 -0.014
H -6.8891 -2.8739 -3.6741 -0.069 0.081 0.076 0.091
H -7.1544 -1.1399 -4.0054 -0.003 -0.034 0.180 0.090
H -5.6683 -1.6753 -3.1900 -0.104 -0.031 -0.146 0.054
H -6.2440 -3.3692 -6.8202 -0.135 0.073 -0.115 0.092
H -6.5106 -1.6450 -7.1484 -0.102 -0.144 -0.079 0.090
H -7.6441 -2.5338 -6.0951 0.140 0.034 0.077 0.085
H -3.9201 -1.6498 -4.4928 -0.170 -0.006 0.049 0.113
C 8.8737 -0.7592 -4.9718 -0.017 -0.148 0.240 -0.063
N 9.1053 -0.4880 -3.5677 0.181 0.733 0.009 -0.202
C 8.9970 -1.5768 -2.6146 0.051 0.221 0.248 -0.038
C 9.4209 0.7552 -3.1127 -0.122 -0.427 -0.185 -0.338
O 9.6262 1.0454 -1.9493 0.005 -0.192 -0.025 0.003
H 7.8593 -1.1456 -5.0986 0.065 0.000 -0.180 0.091
H 9.5934 -1.5070 -5.3149 -0.099 0.031 -0.165 0.088
H 8.9881 0.1466 -5.5689 0.007 -0.039 0.127 0.083
H 8.2257 -1.3350 -1.8796 0.069 -0.177 0.027 0.091
H 9.9508 -1.6941 -2.0945 -0.117 -0.106 0.058 0.093
H 8.7400 -2.5059 -3.1234 0.014 0.153 -0.027 0.088
H 9.4774 1.5081 -3.9152 -0.025 -0.046 -0.084 0.131
C -4.5246 3.9586 -3.7510 0.183 -0.114 0.176 -0.060
N -4.2003 2.6343 -3.2609 -0.494 -0.438 -0.361 -0.194
C -3.1083 2.4814 -2.3166 -0.042 -0.321 -0.004 -0.032
C -4.8856 1.5273 -3.6567 0.264 0.453 0.139 -0.318
O -4.6601 0.3927 -3.2810 0.259 0.291 0.062 0.007
H -3.6515 4.3753 -4.2597 -0.125 0.149 -0.018 0.089
H -4.7919 4.5972 -2.9052 -0.017 0.127 -0.149 0.090
H -5.3615 3.9227 -4.4497 0.072 -0.080 0.074 0.084
H -2.3555 1.8132 -2.7433 0.055 0.033 0.184 0.073
H -3.4903 2.0342 -1.3956 0.181 0.003 0.011 0.096
H -2.6567 3.4486 -2.0948 -0.109 -0.051 -0.089 0.092
H -5.6927 1.7504 -4.3732 -0.009 0.098 -0.022 0.137
C -0.0980 6.1036 4.5962 -0.136 0.157 0.115 -0.055
N -1.2214 6.1798 5.5102 -0.181 -0.687 0.068 -0.196
C -1.6949 7.4831 5.9349 -0.200 -0.172 0.175 -0.045
C -1.8464 5.0671 5.9831 0.267 0.496 0.067 -0.360
O -2.7916 5.0622 6.7494 0.535 0.770 0.186 -0.018
H 0.7699 6.5829 5.0560 0.072 -0.057 -0.173 0.090
H -0.3541 6.6259 3.6708 0.187 -0.058 -0.042 0.089
H 0.1483 5.0663 4.3642 -0.069 0.070 0.047 0.081
H -1.6241 7.5534 7.0229 -0.086 0.143 -0.071 0.093
H -2.7423 7.5962 5.6451 0.053 0.140 0.106 0.093
H -1.1002 8.2735 5.4767 -0.002 -0.158 -0.003 0.086
H -1.4091 4.1306 5.5991 0.080 0.012 -0.099 0.130
```
Forces are in eV/Å.

The calculation puts the HOMO energy at -0.3236 Ha. Its SMILES is CCC(=O)OCCC1=C(CCOC(C)=O)C(=O)C([Si](C)(C)C)=CC1=O.CN(C)C=O.CN(C)C=O.CN(C)C=O.CN(C)C=O.CN(C)C=O.CN(C)C=O.CN(C)C=O. The charge is 0. The value obtained for the LUMO energy is -0.57 eV. The value obtained for the molar mass is 878.151 g/mol. The relative energy (zero: lowest compared OMol25 entry of this formula, charge and spin) is 5.0404 eV. For the total energy, the calculation gives -3181.78538 a.u. As for the HOMO-LUMO gap: 8.232 eV.



2.
ORCA calculation (ωB97M-V with the def2-TZVPD basis set) on an isolated molecule of C3H8N2 at a distorted geometry.

Structure (XYZ):
```
13
Properties=species:S:1:pos:R:3:forces:R:3:lowdin_charge:R:1
C -1.7371 0.7769 -0.1304 0.817 -0.572 0.455 0.020
C -1.4536 -0.6898 -0.0902 -1.860 -1.586 2.738 -0.356
C 1.8906 0.2072 0.2552 1.571 -0.233 0.659 -0.132
N -0.1445 -0.5993 0.4497 -0.824 -0.102 -0.087 -0.051
N 0.8949 -0.5923 -0.3648 -0.563 -0.054 -2.941 -0.162
H -1.0125 1.3265 -0.6636 0.605 0.569 -1.358 0.011
H -1.8647 1.3273 0.7742 -0.787 -0.116 0.838 0.030
H -2.0767 -1.2481 0.7678 1.044 1.319 -1.998 0.145
H -1.5937 -1.2660 -0.9856 0.149 -0.105 -0.761 0.082
H 1.4155 1.1006 0.5706 -0.092 1.564 -0.161 0.055
H 2.0910 -0.2530 1.2309 0.610 -0.176 -0.389 0.085
H 2.7907 0.3627 -0.3635 -0.431 -0.150 0.374 0.090
H 0.8001 -0.4527 -1.4503 -0.236 -0.357 2.630 0.182
```
Forces are in eV/Å.

The calculation puts the HOMO energy (spin up / spin down) at -0.3046 / -0.2773 Ha. The charge is 0. The value obtained for the LUMO energy (spin up / spin down) is 0.86 / 0.44 eV. The value obtained for the molar mass is 72.111 g/mol. The relative energy (zero: lowest compared OMol25 entry of this formula, charge and spin) is 5.5807 eV. For the total energy, the calculation gives -228.44357 a.u. As for the HOMO-LUMO gap (spin up / spin down): 9.146 / 7.987 eV.